Record 1
# C3H7N

A cluster of 2 separate species, C3H7N in total in a non-equilibrium geometry (the ωB97M-V functional and the def2-TZVPD basis, OMol25).

Structure (XYZ):
```
11
Properties=species:S:1:pos:R:3
C 1.84 -1.33 0.44
C 0.85 -0.82 1.17
H 2.86 -1.34 0.80
H 1.70 -1.65 -0.58
H 1.03 -0.56 2.20
H -0.18 -0.94 0.86
C -1.67 1.14 -0.35
N -1.03 0.93 -1.41
H -1.29 1.75 0.47
H -2.67 0.70 -0.24
H -0.11 1.36 -1.40
```

As for the LUMO energy: 1.20 eV. As for the SMILES: C=C.C=N. The value obtained for the gap between HOMO and LUMO is 0.417 Eh. The relative energy (zero: lowest compared OMol25 entry of this formula, charge and spin) is 33.8 kcal per mole.

Record 2
# C3H7N

A structure of composition C3H7N in a non-equilibrium geometry (the ωB97M-V functional and the def2-TZVPD basis, OMol25).

Structure (XYZ):
```
11
Properties=species:S:1:pos:R:3
C -1.28 -0.46 0.61
C -0.03 0.03 0.03
C 0.30 0.96 -0.96
N 1.14 -0.59 0.79
H -0.50 -1.18 -0.33
H -1.09 -0.64 1.73
H -2.26 -0.19 0.31
H 0.86 1.86 -0.94
H -0.41 0.93 -1.74
H 1.45 -0.87 -0.22
H 1.83 0.15 0.71
```

As for the LUMO energy: 0.54 eV. The value obtained for the gap between HOMO and LUMO is 0.290 Eh. The relative energy (zero: lowest compared OMol25 entry of this formula, charge and spin) is 124.3 kcal per mole.

Record 3
# C3H7N

A structure of composition C3H7N in a non-equilibrium geometry (the ωB97M-V functional and the def2-TZVPD basis, OMol25).

Structure (XYZ):
```
11
Properties=species:S:1:pos:R:3
C -0.02 -0.99 -1.16
C 0.36 0.28 -0.62
C -0.06 0.74 0.72
N -0.35 -0.38 1.53
H -0.52 -1.70 -0.50
H 0.99 -0.75 -0.31
H -0.42 -0.84 -2.16
H 1.02 0.88 -1.23
H -0.78 1.55 0.49
H -1.09 -0.08 2.16
H 0.86 1.27 1.09
```

As for the LUMO energy: -0.94 eV. The value obtained for the gap between HOMO and LUMO is 0.206 Eh. The relative energy (zero: lowest compared OMol25 entry of this formula, charge and spin) is 145.0 kcal per mole.